ORCA calculation (the ωB97M-V functional and the def2-TZVPD basis) on a structure of composition C32H41F5Ge2RuS.

Each line ends with the Löwdin spin population.
Element x y z (Å)
1 Ru 0.10614 -0.18423 0.38712  2.811
2 C 2.17557 -1.46720 -0.02921  0.080
3 C 2.49293 -0.45066 0.90202  0.167
4 C 2.33220 0.81844 0.25015  0.125
5 C 2.05839 0.57839 -1.12207  0.175
6 C 1.94153 -0.83367 -1.29764  0.227
7 C 1.79857 -1.56650 -2.58842  0.030
8 C 2.07060 1.59039 -2.21706  0.019
9 C 2.62531 2.14013 0.88731  0.020
10 C 2.96466 -0.60299 2.30967  0.031
11 C 2.37052 -2.94361 0.12255  0.004
12 H 2.76091 -1.99999 -2.87586  0.010
13 H 1.47018 -0.91351 -3.39454  0.003
14 H 1.09055 -2.39326 -2.50865  0.005
15 H 3.05220 1.59360 -2.69897  0.009
16 H 1.89562 2.59759 -1.84067  0.001
17 H 1.33540 1.37157 -2.99130  0.003
18 H 3.69727 2.35167 0.84939  0.007
19 H 2.32956 2.14963 1.93669  0.002
20 H 2.11125 2.95654 0.38274  0.001
21 H 3.86163 -0.00107 2.46651  0.006
22 H 3.21113 -1.63618 2.54330  0.000
23 H 2.21834 -0.25935 3.03219  0.011
24 H 3.23426 -3.26438 -0.46500  0.002
25 H 1.50969 -3.50744 -0.24009  0.000
26 H 2.54889 -3.22851 1.15659  0.000
27 C -4.53030 1.94409 1.43093  0.002
28 C -3.17510 1.90953 0.71996  0.007
29 Ge -1.90903 0.73242 1.68154  0.087
30 C -0.78508 1.84594 2.88730  0.052
31 C -1.66778 2.71198 3.79114  0.015
32 C -2.89400 -0.56906 2.71885  0.011
33 C -2.43893 -1.82358 2.74403  0.012
34 Ge -0.84288 -2.19854 1.65850  0.064
35 C 0.37632 -3.14438 2.89639  0.008
36 C 0.52033 -4.65698 2.72630  0.002
37 C -1.26568 -3.01219 -0.11778  0.044
38 C -1.21683 -4.53573 -0.26075  0.012
39 C -2.98377 -2.86819 3.63836  0.002
40 C -3.16427 -4.17454 3.18694  0.001
41 C -3.68835 -5.14990 4.02051  0.000
42 C -4.02428 -4.83452 5.32937  0.001
43 C -3.84014 -3.54007 5.79504  0.000
44 C -3.32546 -2.56390 4.95659  0.001
45 H -5.21195 2.63384 0.93146  0.001
46 H -4.43677 2.26870 2.46896  0.000
47 H -4.99947 0.95973 1.43499  0.000
48 H -2.74117 2.91136 0.67395  0.000
49 H -3.30837 1.56323 -0.30519  0.001
50 H -0.12738 2.47948 2.28586  0.002
51 H -0.15239 1.18127 3.47994  0.003
52 H -2.28551 3.39571 3.20590  0.000
53 H -1.06114 3.31631 4.46719  0.003
54 H -2.33336 2.09985 4.40218  0.000
55 H -3.77485 -0.29535 3.29794  0.000
56 H -0.05939 -2.92885 3.87601  0.000
57 H 1.35195 -2.66002 2.88727  0.001
58 H -0.44797 -5.15672 2.74326  0.000
59 H 1.11499 -5.07044 3.54238  0.000
60 H 1.01659 -4.92264 1.79311  0.000
61 H -0.59265 -2.57323 -0.86538  0.007
62 H -2.26151 -2.63050 -0.35754  0.000
63 H -0.22966 -4.93886 -0.04378  0.000
64 H -1.47492 -4.82265 -1.28146  0.001
65 H -1.92334 -5.03297 0.40175  0.000
66 H -2.91696 -4.42140 2.16161  0.000
67 H -3.83609 -6.15559 3.64918  0.000
68 H -4.42733 -5.59464 5.98495  0.000
69 H -4.09319 -3.29158 6.81733  0.000
70 H -3.16711 -1.55865 5.32729  0.000
71 F -1.93458 5.53342 -3.59739  0.026
72 C -1.73556 4.30038 -3.18430  0.073
73 C -1.10819 4.07325 -1.96423  -0.007
74 F -0.71601 5.09555 -1.21594  -0.007
75 C -0.90406 2.78125 -1.54251  0.057
76 F -0.30098 2.60312 -0.36295  0.037
77 C -1.30942 1.67129 -2.29474  0.072
78 S -1.10397 0.04492 -1.77689  0.590
79 C -1.93521 1.93898 -3.52380  0.064
80 F -2.33796 0.93766 -4.28730  0.019
81 C -2.14820 3.22914 -3.96567  -0.009
82 F -2.74092 3.45325 -5.12631  -0.008

## Properties
<S²> = 8.79
spin multiplicity = 6
LUMO energy (spin up / spin down) = -0.0891 / -0.2217 Ha
relative energy (zero: lowest compared OMol25 entry of this formula, charge and spin) = 0.000 eV
HOMO-LUMO gap (spin up / spin down) = 7.5 / 5.0 eV
net charge = +1
HOMO (spin up / spin down) = -9.9 / -11.0 eV



ORCA calculation (the ωB97M-V functional and the def2-TZVPD basis) on a structure of composition C32H41Ge2N2O3STi in a non-equilibrium geometry.

Each line ends with the Löwdin spin population.
Element x y z (Å)
1 Ti -1.20807 -0.64135 -0.43396  0.951
2 C -0.69055 6.88151 -1.53548  0.000
3 C -0.94502 5.42351 -1.77838  0.000
4 C -0.43662 4.79317 -2.91569  0.000
5 C -0.65304 3.44811 -3.14642  0.000
6 C -1.38940 2.72304 -2.21306  0.001
7 C -1.91677 3.32190 -1.07388  0.000
8 C -1.69085 4.67006 -0.86882  0.000
9 S -1.58276 1.02544 -2.51128  0.003
10 O -0.35204 0.33403 -1.87531  0.002
11 O -1.72342 0.74789 -3.89544  -0.001
12 N -2.66308 0.41185 -1.50889  -0.001
13 C -3.73474 -0.38183 -2.01989  0.003
14 C -4.70820 0.06500 -2.86767  -0.001
15 C -5.70331 -0.82041 -3.33612  0.000
16 C -5.71805 -2.12479 -2.93719  0.000
17 C -4.72751 -2.60576 -2.04757  0.000
18 C -4.69337 -3.93205 -1.57233  0.004
19 C -3.70206 -4.32214 -0.71018  0.000
20 C -2.71805 -3.40235 -0.34647  0.007
21 N -2.70252 -2.14164 -0.76462  0.006
22 C -3.73033 -1.72538 -1.58699  0.004
23 H -0.57611 7.42467 -2.47162  0.000
24 H 0.23213 7.01031 -0.96530  0.000
25 H -1.49811 7.33553 -0.96406  0.000
26 H 0.12328 5.37093 -3.63987  0.000
27 H -0.27530 2.97038 -4.04128  0.000
28 H -2.51278 2.74963 -0.37729  0.000
29 H -2.11333 5.15483 0.00228  0.000
30 H -4.70656 1.09756 -3.19295  0.000
31 H -6.45740 -0.45078 -4.01685  0.000
32 H -6.48072 -2.80610 -3.29060  0.000
33 H -5.45317 -4.63297 -1.89604  0.000
34 H -3.65129 -5.32899 -0.32219  0.000
35 H -1.91133 -3.70851 0.30445  0.001
36 C -0.94273 -3.64775 3.43913  0.002
37 C -1.16775 -2.35060 2.65798  0.007
38 Ge 0.34050 -2.05426 1.39317  0.013
39 C 0.84895 -3.59615 0.24253  0.008
40 C 1.60665 -4.67975 1.01774  0.002
41 C 1.90552 -1.63113 2.45500  -0.003
42 C 2.65529 -0.63931 1.95651  -0.002
43 Ge 1.76199 0.06309 0.37410  -0.009
44 C 2.57375 -0.40757 -1.34219  -0.002
45 C 3.19375 0.81970 -2.02161  -0.001
46 C 0.91152 1.82220 0.60981  -0.001
47 C 1.83048 2.81245 1.33680  -0.001
48 C 3.96614 -0.15942 2.42640  0.000
49 C 4.59854 -0.71081 3.54266  0.000
50 C 5.83687 -0.24567 3.94672  0.000
51 C 6.46675 0.77686 3.24563  0.000
52 C 5.84845 1.33885 2.14003  0.000
53 C 4.60491 0.87278 1.74269  0.000
54 H -1.66679 -3.73307 4.25000  0.001
55 H 0.05288 -3.69058 3.88194  0.000
56 H -1.05913 -4.52484 2.80072  0.000
57 H -1.14364 -1.49266 3.33625  0.000
58 H -2.14698 -2.36065 2.17904  0.000
59 H 1.50298 -3.16790 -0.52193  0.000
60 H 0.00493 -4.03063 -0.29549  0.000
61 H 2.49430 -4.26961 1.50042  0.000
62 H 1.93492 -5.47091 0.34319  0.001
63 H 0.99084 -5.14026 1.78939  0.000
64 H 2.19907 -2.20335 3.33270  0.000
65 H 1.82583 -0.85190 -1.99711  0.000
66 H 3.32113 -1.17185 -1.12431  0.000
67 H 2.45372 1.60700 -2.18169  0.000
68 H 3.59566 0.54464 -2.99662  0.000
69 H 4.01505 1.23918 -1.44127  0.000
70 H -0.00011 1.67350 1.19689  0.000
71 H 0.61431 2.21430 -0.36327  0.000
72 H 2.17892 2.42149 2.29294  0.000
73 H 1.29558 3.74340 1.52861  0.000
74 H 2.70732 3.05614 0.73636  0.000
75 H 4.12536 -1.50842 4.10097  0.000
76 H 6.31711 -0.68131 4.81251  0.000
77 H 7.43503 1.13629 3.56657  0.000
78 H 6.33032 2.13781 1.59275  0.000
79 H 4.12498 1.32883 0.88071  0.000
80 O -2.30579 0.17077 1.23840  0.007
81 H -2.16083 0.25464 2.18965  0.000
82 H -3.20611 0.45209 1.02554  0.000

## Properties
<S²> = 0.75
spin multiplicity = 2
LUMO energy (spin up / spin down) = -0.2548 / -0.2412 Ha
relative energy (zero: lowest compared OMol25 entry of this formula, charge and spin) = 0.772 eV
HOMO-LUMO gap (spin up / spin down) = 6.2 / 6.6 eV
net charge = +2
HOMO (spin up / spin down) = -13.1 / -13.1 eV



ORCA calculation (the ωB97M-V functional and the def2-TZVPD basis) on a structure of composition C32H41NO2P2Pr in a non-equilibrium geometry.

Each line ends with the Löwdin spin population.
Element x y z (Å)
1 C 0.14178 -2.93800 3.81400  0.000
2 C 0.89663 -2.16162 2.93585  -0.001
3 C 0.73270 -2.40072 1.53731  -0.001
4 C -0.27426 -3.26457 1.06981  -0.001
5 C -1.06675 -3.96696 1.97881  0.000
6 C -0.83253 -3.83229 3.34666  -0.001
7 C -0.57010 -3.22077 -0.40384  0.000
8 C 0.66474 -2.99267 -1.23255  -0.001
9 C 1.63762 -2.13664 -0.69070  0.000
10 C 2.70761 -1.64098 -1.49709  -0.001
11 C 2.80980 -2.12700 -2.80069  0.000
12 C 1.85491 -3.00874 -3.32747  -0.002
13 C 0.76904 -3.41740 -2.55676  0.000
14 H 0.30384 -2.83251 4.89103  0.000
15 H -1.85292 -4.62528 1.59832  0.000
16 H -1.40740 -4.42202 4.05601  0.000
17 H -1.09250 -4.12770 -0.72508  0.000
18 H 3.65076 -1.80392 -3.42416  0.000
19 H 1.96361 -3.37355 -4.34725  0.000
20 H 0.00094 -4.07780 -2.96412  0.000
21 N 1.47304 -1.66654 0.61238  -0.010
22 Pr 0.33294 0.42106 0.34119  2.048
23 C 1.82978 -1.07462 3.43421  0.000
24 H 2.81080 -1.15379 2.93606  0.000
25 H 1.96036 -1.16147 4.52338  0.000
26 C 3.68236 -0.62161 -0.93765  0.001
27 H 4.09678 -0.97647 0.02186  0.000
28 H 4.50278 -0.45542 -1.65204  0.000
29 P 1.25563 0.68017 3.12593  -0.004
30 P 2.98382 1.07153 -0.56059  -0.004
31 C 3.13067 1.88994 -2.18439  0.000
32 H 2.81585 2.93852 -2.08868  0.000
33 H 4.17174 1.84920 -2.53445  0.000
34 H 2.47557 1.39904 -2.91790  0.000
35 C 4.36303 1.79841 0.38080  -0.001
36 H 5.24455 1.92836 -0.26362  0.000
37 H 4.05446 2.77540 0.77543  0.000
38 H 4.61820 1.14698 1.22846  0.000
39 C -0.15544 0.78597 4.27764  0.000
40 H 0.13298 0.45529 5.28442  0.000
41 H -0.50038 1.82818 4.31647  0.000
42 H -0.98584 0.16322 3.91704  0.000
43 C 2.54534 1.65363 3.96485  -0.001
44 H 2.36781 2.71791 3.75746  0.000
45 H 2.52607 1.49067 5.05240  0.000
46 H 3.53527 1.38491 3.56984  0.000
47 C 0.92989 2.99358 0.89869  -0.002
48 O 0.93400 4.14735 0.97418  0.001
49 H -1.24273 -2.33366 -0.58869  0.000
50 C -3.61157 0.35017 1.92756  0.000
51 C -3.32235 -0.35312 0.59854  0.000
52 C -4.29687 -1.50730 0.36149  0.000
53 C -3.32912 0.62286 -0.58025  -0.001
54 C -4.42739 1.43405 -0.85653  0.000
55 C -4.36296 2.41349 -1.84823  -0.002
56 C -3.17739 2.62644 -2.55787  0.000
57 C -2.05461 1.84061 -2.31447  -0.001
58 C -0.70645 2.10934 -2.97495  0.000
59 C -0.68839 1.58349 -4.40844  0.000
60 C -0.32076 3.58637 -2.92347  0.000
61 C -2.17774 0.76247 -1.39875  -0.001
62 O -1.15165 -0.07590 -1.24584  -0.013
63 H -4.61661 0.79515 1.93006  0.000
64 H -2.88718 1.15461 2.12088  0.000
65 H -3.54869 -0.36379 2.75978  0.000
66 H -2.31765 -0.80421 0.67365  0.000
67 H -5.32836 -1.14234 0.26632  0.000
68 H -4.03097 -2.03781 -0.56172  0.000
69 H -4.24988 -2.22504 1.19096  0.000
70 H -5.33707 1.29941 -0.26740  0.000
71 H -5.23467 3.03070 -2.05819  0.000
72 H -3.11227 3.42081 -3.30228  0.000
73 H 0.06767 1.54753 -2.42525  0.000
74 H -1.44321 2.09436 -5.01987  0.000
75 H 0.29738 1.73792 -4.86410  0.000
76 H -0.90457 0.50896 -4.41210  0.000
77 H -0.28451 3.95033 -1.88818  0.000
78 H 0.67326 3.73577 -3.36532  0.000
79 H -1.04230 4.20006 -3.47878  0.000

## Properties
<S²> = 2.00
spin multiplicity = 3
LUMO energy (spin up / spin down) = -0.1471 / -0.1447 Ha
HOMO-LUMO gap (spin up / spin down) = 5.7 / 5.7 eV
net charge = +1
HOMO (spin up / spin down) = -9.7 / -9.7 eV